# 1
Formula: C8H8NO2S
Source: the Open Molecules 2025 dataset
Level of theory: wB97M-V/def2-TZVPD

Atoms and positions in Å:
O1 2.79810 1.38416 1.06795
H1 -2.94628 1.79024 1.09335
C1 2.36031 -1.04223 0.06234
C2 -1.01269 -0.77404 0.00939
H2 0.81306 -1.98658 -1.13679
H3 -2.76191 -0.76248 1.15945
S1 3.57458 0.38622 0.25431
C3 1.23312 -1.01879 -0.89674
H4 -0.97686 -1.73748 -0.25593
H5 2.85447 -2.10941 1.67295
N1 2.39529 -2.11695 0.77643
C4 -0.91830 1.96053 0.25222
H6 1.49361 -0.57318 -1.88331
H7 1.02067 1.92856 -0.76003
C5 0.11311 1.34052 -0.40980
H8 -1.01771 3.00779 0.22168
O2 3.88398 0.90800 -1.11602
C6 -2.03432 -0.10521 0.65628
C7 0.11685 -0.13049 -0.53501
C8 -2.02766 1.25980 0.72066

Its electronic energy is -913.0559 Ha. The charge is -1.

---

# 2
Formula: C36H103BHgN9O9
Source: the Open Molecules 2025 dataset
Level of theory: wB97M-V/def2-TZVPD

Atoms and positions in Å:
H1 -2.36693 -0.92362 3.09647
H2 -0.75862 2.54748 3.06860
H3 -1.45143 4.28733 1.86878
C1 -2.96429 -0.96070 -7.01061
H4 1.49864 2.65591 -4.02947
C2 2.70659 3.26182 2.38654
N1 -2.68605 -0.71880 2.16036
C3 2.44718 -4.80123 2.33686
H5 1.90298 -1.87181 -2.75343
H6 5.77466 1.39823 -1.07945
H7 -5.61391 0.28517 3.66639
H8 -1.12047 1.67087 -2.97279
H9 -4.07066 0.64637 0.23704
H10 1.76765 -0.90108 -1.56578
C4 -1.05765 0.76437 6.03138
H11 -0.37951 -5.24031 -0.37797
H12 4.72141 4.39799 -2.34664
C5 0.45001 -4.02724 3.15131
O1 -0.45756 5.62379 0.75287
H13 -0.47006 -2.06798 2.97407
N2 -0.48880 -3.35804 -1.44134
H14 1.73525 3.03221 1.94850
N3 -2.00339 2.45969 -0.09281
H15 0.46858 3.56693 -5.67041
H16 -1.16365 4.06007 -1.18638
C6 -4.74281 -0.35581 3.53060
C7 0.14602 4.79002 4.71263
H17 -2.50922 -1.31996 -1.42179
H18 3.47603 -4.58500 2.04910
O2 3.60370 3.77029 1.43528
O3 0.16891 3.33051 4.72678
H19 -3.68325 3.85543 -1.35682
C8 1.16393 0.66550 -4.09064
H20 5.00966 -1.45790 0.11846
H21 2.21932 -5.73047 1.81465
H22 0.77397 -3.61453 4.10673
C9 -0.87945 4.27121 0.94106
H23 -2.27765 -3.11823 4.66078
H24 -2.93086 -3.09385 3.15552
H25 0.75849 -0.03593 -3.36146
H26 0.17305 -5.08084 3.18755
H27 1.04297 6.83356 -0.06959
O4 -3.91523 -0.54212 4.62334
H28 0.23931 0.46941 3.03683
H29 -1.57018 -6.53754 -2.00520
H30 -5.61483 0.61395 1.13226
C10 -0.77972 -3.10718 2.86331
H31 -4.94765 -0.87141 0.74711
C11 -3.05802 -1.03801 -5.49987
H32 -3.93154 -1.45720 6.44878
H33 -3.70860 4.51319 0.34875
H34 5.74535 3.67105 -0.19719
H35 -0.35566 1.44780 6.50911
H36 -2.70820 0.93238 -5.39196
H37 -3.89707 -1.66863 -5.20593
H38 -1.74695 0.62273 4.03015
C12 4.25443 -0.79629 -2.57114
N4 0.28265 0.37849 4.04179
H39 -3.10794 -2.00497 -7.28802
H40 -0.90399 -0.30625 6.16654
H41 -1.98392 -0.58690 -7.30599
O5 -1.08179 2.41326 -4.95884
H42 -1.81092 3.07466 4.37796
C13 4.18520 4.29789 -1.40295
H43 -2.03887 0.01007 1.89578
H44 2.21984 2.01110 -1.89317
H45 -0.95801 4.46076 -5.66007
N5 1.21575 2.01347 -2.00224
B1 0.43205 -0.30572 0.56921
H46 -1.02156 -1.02536 -4.79431
H47 4.19528 -2.22412 2.72348
H48 5.29224 -0.64405 -2.27474
H49 0.50327 5.23136 3.78220
C14 3.24339 -5.48093 -0.90928
H50 -1.48314 -3.36809 -1.26449
H51 -1.87732 -0.30829 -2.62218
C15 1.05733 -5.37929 -1.87734
C16 3.86758 2.67024 0.51069
C17 -0.60210 3.44540 -5.83465
H52 -5.16634 -1.32740 3.27615
H53 3.14622 4.02902 -1.59355
H54 -3.50340 1.10627 2.52700
N6 -3.32579 0.28829 -4.91885
H55 0.00997 0.68729 0.57320
H56 -2.24214 -4.56381 3.66444
O6 1.51285 -3.77527 2.17269
H57 -1.72520 -5.09474 -3.05944
C18 -2.53782 -1.16681 -2.50060
H58 3.06706 2.49545 3.07273
O7 -2.11836 -2.17421 -3.41379
N7 -1.07863 -3.13217 1.44331
H59 3.54188 -5.65976 -1.94225
H60 1.14147 -6.46384 -1.94643
C19 -0.90034 1.04064 4.57486
O8 3.02717 -1.94856 0.94511
H61 1.06865 5.11909 -0.54869
H62 2.61542 -1.68142 2.96107
H63 -2.02684 1.10302 6.39755
H64 -1.04663 2.15453 0.01481
H65 -0.83247 3.34884 -3.15713
H66 0.65622 -0.62034 1.57669
H67 1.02050 1.04834 4.20606
H68 2.57811 -5.05703 3.38830
C20 -1.86815 -1.71063 -4.75204
H69 3.92085 -0.59904 2.23915
C21 -4.59684 -1.38966 5.58802
H70 -2.28063 1.97941 -0.93695
H71 -1.61852 -2.56329 -5.38351
C22 -0.60343 2.38562 -3.61303
C23 -0.33064 -4.83954 -1.39044
H72 5.58008 2.34377 -2.38652
O9 2.08934 -4.64108 -1.04551
C24 0.89360 5.81050 0.27557
H73 1.26957 -5.08665 -2.90564
H74 0.64328 0.67431 -5.04821
C25 -0.87591 2.56195 4.15217
C26 -3.17264 4.44859 -0.59818
H75 -0.03097 3.60194 1.08342
H76 4.03467 -4.95137 -0.37868
C27 3.93227 -1.32764 0.01662
H77 -1.71180 -2.34884 1.51803
Hg1 0.92066 -2.64292 0.30682
C28 0.84456 1.99759 -3.45772
H78 4.38544 1.90848 1.09347
H79 1.63619 5.54074 1.02650
H80 -0.77544 5.25743 5.05983
H81 3.94092 5.13769 -0.75243
H82 3.75951 0.17396 -2.52911
H83 3.74874 -0.25374 -0.01717
C29 -2.05093 -3.49072 3.66180
C30 3.59145 -1.71763 -1.46935
C31 4.87223 3.13531 -0.56966
H84 0.94161 5.09358 5.39306
C32 -3.90074 0.10965 2.33473
H85 3.97962 -2.72212 -1.63796
H86 -1.66543 -3.92746 1.23527
H87 -3.58782 -0.96293 -2.71042
C33 -1.54971 -5.44840 -2.04346
H88 2.46913 4.14499 2.97959
H89 -2.43623 -5.07681 -1.52955
H90 -3.03944 5.49629 -0.86782
H91 -3.12176 0.23000 -3.93139
H92 -3.71498 -0.22374 -7.29599
H93 4.01201 -1.04412 -3.60454
H94 -4.56889 -2.41960 5.23230
C34 -4.64053 0.13936 1.01569
H95 -5.60427 -1.00297 5.74187
H96 2.94064 2.24519 0.12570
H97 2.19663 0.40886 -4.32680
N8 2.14542 -1.81419 -1.77465
C35 -1.77117 3.90899 -0.29408
H98 -0.49162 -3.07805 -2.41175
H99 3.11292 -6.50930 -0.57232
H100 -0.78982 3.11620 -6.85666
N9 5.14976 2.05940 -1.51816
H101 0.74005 1.26228 -1.52316
H102 -0.17648 -0.94078 -0.05579
H103 1.33218 -0.15075 -0.00524
C36 3.44626 -1.58000 2.26285

Its electronic energy is -2781.0145 Ha. The charge is +1.

---

# 3
Formula: C5H15N2
Source: the Open Molecules 2025 dataset
Level of theory: wB97M-V/def2-TZVPD

Atoms and positions in Å:
H1 1.65233 -1.64876 0.92630
C1 0.56208 -1.71923 -0.94522
C2 -1.22721 1.30775 1.16797
H2 2.50732 -0.97600 -0.49369
H3 -0.23678 -2.19083 -0.38384
C3 1.54132 -1.06903 0.00500
N1 -0.14493 -0.70556 -1.84376
H4 1.07694 -2.31358 -1.70441
H5 -0.84662 2.24750 1.56359
H6 0.39396 0.05576 -2.25967
H7 1.15330 1.19112 -0.04025
H8 -0.52480 -0.80116 1.34477
C4 -0.14292 0.23409 1.42829
C5 1.15565 0.32272 0.60365
H9 1.96396 0.66629 1.27634
H10 -0.76836 -0.12203 -1.22922
H11 -1.22885 2.39527 -0.59160
H12 -2.52266 1.40335 -0.37174
H13 -0.78388 -1.10414 -2.53280
H14 -2.08011 1.09408 1.82499
N2 -1.51792 1.49135 -0.26626
H15 0.01820 0.24105 2.52156

Its electronic energy is -308.7688 Ha. The charge is +1. The SMILES is NCCCCC[NH3+].

---

# 4
Formula: C4H8NO2
Source: the Open Molecules 2025 dataset
Level of theory: wB97M-V/def2-TZVPD

Atoms and positions in Å:
H1 -0.84182 -1.58175 0.85204
H2 -2.56630 0.53751 -0.82373
O1 1.19472 -1.75728 0.03620
H3 -1.46099 -0.87138 -1.56338
O2 2.33688 0.22234 -0.36950
H4 -2.93834 -1.34985 -0.54229
C1 0.09702 0.23378 0.32789
N1 -1.12038 -0.56939 0.53980
H5 -0.16381 1.33948 0.28771
H6 2.18398 1.65116 1.01386
C2 1.15794 -0.56046 0.02139
H7 -1.58779 -0.10131 1.29945
C3 2.51894 1.31230 0.08990
C4 -2.04108 -0.53157 -0.62938
H8 3.23103 2.02640 -0.53998

Its electronic energy is -362.0471 Ha. The charge is +1.

---

The lowest charge belongs to which entry?
C8H8NO2S